1.
{"formula": "C5H9NO", "method": "the ωB97M-V functional and the def2-TZVPD basis", "de_lowest_kcal_mol": 42.2, "smiles": "Cc1ccc[nH]1.O", "total_charge": 0, "orbital_gap_ev": 7.62, "lumo_energy_ev": 0.396, "species": ["C", "C", "C", "C", "C", "N", "H", "H", "H", "H", "H", "H", "H", "O", "H", "H"], "xyz": [[-0.4735, 0.8929, 1.8140], [0.3013, 0.8453, 0.5408], [1.3429, 1.6764, -0.1069], [1.4997, 1.2053, -1.4212], [0.5785, 0.1175, -1.5119], [0.0006, -0.1317, -0.3239], [-0.2959, 0.1448, 2.6136], [-1.4948, 0.8919, 1.4851], [-0.2983, 1.8571, 2.4590], [2.1448, 2.1699, 0.4268], [2.3560, 1.4995, -2.0728], [0.2862, -0.5969, -2.3026], [-0.6183, -0.9272, -0.2434], [-1.6082, -2.8446, -0.4578], [-2.5047, -3.1148, -0.1791], [-1.2163, -3.6853, -0.7197]], "forces_ev_per_a": [[0.989, 2.085, 2.131], [2.912, 1.456, 0.362], [-1.673, -2.132, 1.721], [-0.712, -1.681, 0.150], [1.644, -0.352, -2.210], [-0.453, 0.831, -1.028], [-0.019, -0.263, -0.950], [-0.824, -0.054, 0.462], [-0.306, -1.408, -1.702], [-0.631, 0.720, 0.109], [-1.340, -0.371, 0.299], [0.678, 0.775, 0.229], [-0.312, 0.284, 0.416], [-0.730, -0.446, 0.201], [0.556, 0.420, -0.143], [0.221, 0.134, -0.048]]}

---

2.
{"formula": "CH4Cl2NPS", "method": "the ωB97M-V functional and the def2-TZVPD basis", "de_lowest_kcal_mol": 42.9, "smiles": "CN=P(=S)Cl.Cl", "total_charge": 0, "orbital_gap_ev": 9.11, "lumo_energy_ev": -0.482, "species": ["C", "N", "P", "S", "Cl", "H", "H", "H", "Cl", "H"], "xyz": [[2.3469, 0.3299, -0.1559], [1.1249, 0.3091, 0.5900], [-0.0309, -0.7384, 0.3927], [-0.5211, -2.2059, -0.8076], [-1.3518, -0.1114, 1.6349], [2.5587, 1.2660, -0.5005], [3.0590, 0.3122, 0.6845], [2.5799, -0.4277, -1.0429], [-5.2607, 1.1120, -0.6279], [-4.5050, 0.1543, -0.1673]], "forces_ev_per_a": [[1.307, -3.056, 0.413], [-2.019, -1.670, -1.085], [1.910, 0.163, -1.798], [0.584, 1.225, 1.102], [-1.604, 0.221, 1.264], [-0.094, 2.769, -1.385], [0.622, -0.855, -0.664], [-0.728, 1.217, 2.153], [0.442, -0.545, 0.273], [-0.420, 0.530, -0.271]]}

---

3.
{"formula": "C26H29N3O6", "method": "the ωB97M-V functional and the def2-TZVPD basis", "de_lowest_kcal_mol": 536.0, "total_charge": 0, "orbital_gap_ev": 8.21, "lumo_energy_ev": 0.542, "species": ["C", "C", "N", "O", "C", "C", "C", "H", "H", "O", "C", "C", "C", "C", "C", "C", "H", "H", "C", "O", "O", "C", "C", "H", "H", "H", "H", "C", "O", "N", "C", "C", "C", "C", "C", "C", "H", "H", "N", "C", "H", "C", "H", "O", "C", "C", "H", "H", "H", "H", "H", "H", "H", "H", "H", "H", "H", "C", "H", "H", "H", "H", "H", "H"], "xyz": [[2.1297, 4.9850, 1.0927], [1.3218, 3.9055, 1.7350], [1.9712, 3.1239, 2.6151], [0.9543, 2.4343, 3.1573], [-0.3316, 2.8028, 2.4517], [-0.0405, 3.7617, 1.7338], [-1.0606, 4.3920, 0.9311], [-0.4498, 4.6769, -0.3096], [-1.3673, 5.2770, 1.1173], [-2.1472, 3.4774, 0.4450], [-1.6865, 2.2634, -0.1582], [-0.5559, 1.9662, -0.8166], [-0.7799, 0.7342, -1.4280], [-1.6384, -0.2801, -1.3370], [-2.9198, 0.2715, -0.9176], [-3.0080, 1.4915, -0.0819], [-4.0930, 1.8297, 0.2635], [-3.8060, -0.4121, -0.7315], [-1.4921, -1.6822, -2.0264], [-0.5547, -1.9560, -2.4789], [-2.5391, -2.2996, -1.6338], [-2.3712, -3.7425, -1.7612], [-3.4551, -4.1136, -2.9461], [-3.2925, -3.5024, -3.7110], [-3.3805, -5.1026, -3.4668], [-4.5582, -3.8735, -2.6422], [-1.6713, -3.8938, -2.3107], [-2.6252, -4.6592, -0.7152], [-3.6480, -5.3423, -0.4333], [-1.9900, -4.3283, 0.4448], [-0.7033, -3.4851, 0.3045], [0.3096, -3.7087, -0.4923], [1.4161, -2.9838, -0.4638], [1.2906, -1.6226, 0.1962], [0.2504, -1.3534, 1.0348], [-0.6181, -2.3947, 1.0954], [-1.6351, -1.9690, 1.5333], [0.2753, -0.5735, 1.8103], [2.4403, -0.7791, 0.0145], [3.0753, 0.0589, 1.1871], [2.0567, 0.1039, 1.9875], [3.4625, 1.4087, 0.7738], [3.7885, 2.1111, 1.3576], [4.2133, 1.3344, -0.4327], [3.9228, 0.5358, -1.5795], [3.2461, -1.0385, -1.1079], [2.7814, -1.4954, -1.8712], [4.0588, -1.5636, -0.6911], [4.7020, 0.3267, -2.3819], [3.0779, 1.0225, -1.9302], [2.4981, 1.8852, 0.0368], [3.8222, -0.4642, 1.4647], [2.2198, -3.3914, -1.2177], [0.2266, -4.7844, -0.8308], [-2.3001, -4.8471, 1.3399], [0.3772, 0.1555, -1.6007], [0.1392, 2.5851, -0.7733], [-1.3071, 1.9500, 3.0710], [-1.0979, 1.4211, 3.9877], [-1.5981, 0.8647, 2.5314], [-2.3250, 2.5311, 2.9079], [1.6825, 5.9712, 1.2564], [3.1728, 5.0407, 1.2895], [2.1640, 4.9430, 0.1114]], "forces_ev_per_a": [[-1.084, 0.962, 2.929], [5.851, 1.223, 1.433], [-2.712, 1.872, -1.747], [-2.004, -1.119, -0.763], [3.241, -7.854, 8.385], [-1.192, 4.311, -4.229], [2.672, -5.435, -8.828], [-1.367, -0.540, 3.505], [-2.787, 5.683, 1.912], [3.321, 1.249, 1.560], [-7.597, 2.022, 2.311], [-8.294, -5.094, 0.333], [9.450, -3.368, -0.598], [-4.743, 2.358, -1.128], [-1.452, 0.003, 4.518], [2.033, -2.686, -4.101], [3.077, -0.344, -0.507], [0.949, 0.805, -0.989], [-9.429, 9.373, 8.423], [12.764, -5.231, -7.700], [-2.334, -4.413, 1.431], [-11.095, 1.541, -1.965], [-2.337, -1.805, 3.345], [1.071, 3.136, -3.103], [-0.001, 0.349, 1.356], [2.088, -0.865, -0.180], [9.443, -1.788, -5.399], [-3.899, -0.664, 7.834], [1.398, 0.057, -3.086], [3.889, 0.614, 0.268], [-5.154, -0.162, 3.888], [0.587, -6.098, -1.382], [1.957, 3.124, -1.560], [5.215, -1.226, -1.673], [1.808, -0.559, 0.727], [-6.093, 2.887, 1.965], [1.869, -1.711, -0.084], [-0.400, -0.051, -0.947], [-2.620, 1.142, 1.772], [-9.997, 1.413, -1.063], [3.729, -0.049, -1.925], [-6.255, -2.480, -9.484], [2.229, 3.490, 3.474], [4.978, -0.632, -0.622], [-1.367, -3.550, 2.127], [3.770, 5.384, 2.355], [-1.609, -1.351, -2.686], [1.680, -1.238, -0.458], [-0.439, 0.943, 1.677], [-1.799, 0.772, -1.755], [1.063, -0.841, 3.403], [5.249, -3.769, 2.708], [-1.165, 1.526, 2.041], [0.871, 1.265, -0.711], [0.988, 1.304, -2.141], [-2.931, 1.944, -0.520], [6.816, 4.669, -0.312], [-5.286, -2.265, -2.753], [0.297, 1.327, 0.897], [1.013, 2.935, 0.142], [1.664, -1.452, 1.245], [0.083, -0.064, 0.433], [0.746, -0.317, 1.211], [-0.418, -0.664, -5.209]]}

---

4.
{"formula": "C2H4O2", "method": "the ωB97M-V functional and the def2-TZVPD basis", "de_lowest_kcal_mol": 103.6, "smiles": "O=CCO", "total_charge": 0, "orbital_gap_ev": 8.97, "lumo_energy_ev": 0.431, "species": ["O", "C", "C", "O", "H", "H", "H", "H"], "xyz": [[0.8016, 1.6707, 0.2786], [1.1457, 0.5652, -0.0213], [-0.3430, -0.5744, -0.0322], [-1.3698, 0.3213, -0.1838], [1.4191, -0.3880, -0.3853], [-0.2948, -1.0724, 0.9578], [-0.4027, -1.3585, -0.8216], [-1.0118, 1.1616, 0.1686]], "forces_ev_per_a": [[1.305, -0.646, -0.310], [-4.148, -1.462, 0.143], [0.389, 0.815, 0.225], [-0.652, 0.293, 0.342], [3.084, 0.289, -0.406], [-0.082, 0.133, -0.144], [0.453, 0.587, 0.289], [-0.350, -0.010, -0.138]]}

---

5.
{"formula": "C4H3ClO", "method": "the ωB97M-V functional and the def2-TZVPD basis", "de_lowest_kcal_mol": 44.5, "smiles": "O=CC#CCCl", "total_charge": 0, "orbital_gap_ev": 10.61, "lumo_energy_ev": 0.023, "species": ["O", "C", "C", "C", "C", "Cl", "H", "H", "H"], "xyz": [[3.0970, 0.0812, -0.0206], [2.2562, -0.7689, -0.0301], [0.8812, -0.2535, 0.0302], [-0.2170, 0.1947, -0.1416], [-1.6707, 0.6590, 0.0046], [-2.9720, -0.5780, -0.0267], [2.3224, -1.8625, -0.0038], [-1.7897, 1.1403, 0.9417], [-1.9073, 1.3877, -0.7537]], "forces_ev_per_a": [[1.619, -0.589, -0.204], [-2.022, 1.378, 0.647], [0.264, -0.823, -0.673], [-2.937, 0.228, 0.899], [1.650, -0.523, -0.879], [0.571, -0.076, -0.172], [0.711, -0.059, -0.181], [0.178, 0.402, 0.905], [-0.034, 0.062, -0.342]]}

---

6.
{"formula": "C2H6OS2", "method": "the ωB97M-V functional and the def2-TZVPD basis", "de_lowest_kcal_mol": 61.2, "total_charge": 0, "orbital_gap_ev": 6.93, "lumo_energy_ev": -2.041, "species": ["C", "C", "O", "S", "S", "H", "H", "H", "H", "H", "H"], "xyz": [[-0.9561, 0.3114, -0.5371], [-0.2197, -0.5074, 0.5416], [4.7322, 0.3867, -0.0066], [3.2598, 0.3670, 0.1395], [1.2356, -1.4782, -0.0016], [-0.2394, 0.8668, -1.1717], [-1.3874, -0.4073, -1.2373], [-1.8391, 0.8163, -0.0573], [-0.7497, -1.4351, 0.7627], [-0.1984, 0.0245, 1.5365], [2.6285, 0.6963, -1.0426]], "forces_ev_per_a": [[-0.170, -0.978, 0.157], [0.178, 0.150, 0.469], [-0.993, -0.930, -0.707], [-1.569, 0.330, 0.932], [1.509, 1.233, 0.115], [-0.676, 0.471, 0.742], [-0.056, -0.014, -0.037], [1.175, 0.206, -0.703], [-0.694, 0.074, 0.155], [0.656, -0.486, -1.027], [0.640, -0.056, -0.096]]}

---

7.
{"formula": "C21H35N9O2ReS", "method": "the ωB97M-V functional and the def2-TZVPD basis", "total_charge": 4, "orbital_gap_ev": [3.59, 4.19], "lumo_energy_ev": [-15.372, -14.825], "multiplicity": 2, "species": ["Re", "C", "N", "C", "N", "O", "H", "H", "H", "H", "H", "H", "C", "N", "C", "N", "C", "N", "C", "N", "C", "C", "H", "H", "H", "H", "H", "H", "H", "H", "H", "H", "H", "H", "C", "C", "N", "C", "C", "C", "O", "C", "C", "C", "C", "N", "C", "H", "H", "H", "H", "H", "H", "H", "H", "H", "H", "H", "H", "H", "H", "S", "C", "C", "N", "C", "H", "H", "H"], "xyz": [[-0.2950, -0.3606, 1.4375], [-3.8235, -0.0050, 4.2048], [-2.5348, -0.0691, 4.9092], [-1.3597, -0.3339, 4.4049], [-0.2530, -0.3665, 5.1326], [-1.2580, -0.5805, 3.0965], [-4.4504, -0.8363, 4.5221], [-3.6572, -0.0521, 3.1336], [-4.3121, 0.9330, 4.4585], [-2.5828, 0.0307, 5.9185], [-0.2807, -0.2475, 6.1386], [0.6109, -0.7159, 4.7521], [-1.2051, -3.1828, 1.4175], [-1.2689, -1.8665, 0.5383], [-2.7974, -1.5930, 0.2982], [-3.4267, -2.7185, -0.2810], [-3.3114, -3.8879, 0.5999], [-1.8969, -4.2384, 0.7814], [-1.3054, -4.5512, -0.5228], [-1.4192, -3.3784, -1.4023], [-0.6902, -2.2959, -0.8953], [-2.8366, -3.0333, -1.5853], [-1.6647, -2.9313, 2.3735], [-0.1462, -3.4299, 1.5448], [-2.8618, -0.7224, -0.3549], [-3.2181, -1.3729, 1.2802], [-3.8286, -4.7292, 0.1423], [-3.7727, -3.6788, 1.5657], [-1.8446, -5.3841, -0.9695], [-0.2586, -4.8345, -0.4078], [-0.7751, -1.4144, -1.5329], [0.3540, -2.5628, -0.7352], [-3.3582, -3.8825, -2.0217], [-2.9301, -2.1815, -2.2600], [4.1421, 4.9156, -2.3130], [4.2692, 3.7480, -3.2658], [3.5163, 2.5427, -2.8188], [2.5908, 1.9139, -3.7703], [1.2519, 2.6235, -3.8415], [3.7014, 2.1056, -1.5983], [4.4684, 2.5477, -0.7454], [3.0606, 0.8788, -0.9929], [3.9452, -0.1670, -0.6827], [3.5149, -1.2494, 0.0878], [2.2363, -1.2209, 0.5740], [1.3664, -0.1982, 0.2967], [1.7790, 0.8405, -0.4980], [4.5810, 5.7950, -2.7824], [4.6820, 4.7353, -1.3855], [3.0974, 5.1402, -2.0917], [5.3050, 3.4382, -3.4103], [3.8527, 4.0036, -4.2384], [2.4819, 0.8584, -3.5080], [3.0882, 1.9403, -4.7395], [0.7464, 2.6205, -2.8695], [0.6119, 2.1383, -4.5765], [1.3694, 3.6636, -4.1450], [4.9690, -0.1194, -1.0351], [4.1781, -2.0667, 0.3368], [1.8678, -2.0153, 1.2251], [1.0682, 1.6344, -0.6772], [-1.8847, 3.8088, 1.1720], [-2.1204, 3.0363, -0.3361], [-1.6653, 1.7647, -0.3052], [-1.1274, 1.4069, 0.9256], [-1.1900, 2.4285, 1.7955], [-2.5898, 3.5519, -1.1612], [-1.6829, 1.0556, -1.1183], [-0.8222, 2.3742, 2.8111]], "forces_ev_per_a": [[-0.053, -0.245, -0.701], [-0.007, 0.020, -0.016], [0.062, -0.099, 0.019], [-0.037, -0.072, 0.047], [-0.046, 0.015, 0.015], [0.305, 0.292, 0.108], [-0.001, 0.007, -0.004], [-0.010, 0.025, 0.003], [-0.022, -0.012, 0.000], [-0.010, 0.021, 0.001], [0.014, 0.039, -0.005], [0.035, -0.032, 0.008], [0.089, -0.137, -0.078], [0.058, 0.282, 0.438], [-0.176, -0.076, -0.072], [0.249, 0.048, 0.063], [-0.134, -0.112, 0.017], [0.042, 0.227, -0.074], [0.058, -0.221, -0.059], [-0.035, 0.224, 0.388], [0.062, -0.197, -0.562], [-0.144, -0.007, -0.193], [-0.023, -0.008, -0.018], [-0.005, -0.027, 0.008], [0.012, -0.022, 0.002], [-0.012, -0.019, 0.001], [-0.019, 0.002, 0.045], [0.003, 0.007, -0.003], [0.039, -0.013, 0.006], [0.001, 0.007, 0.003], [-0.033, 0.015, 0.045], [-0.006, 0.000, 0.060], [0.001, 0.025, -0.021], [0.000, -0.002, 0.005], [0.248, 0.230, 0.063], [-0.153, -0.132, -0.007], [-0.412, -0.022, -0.311], [0.230, -0.008, 0.071], [-0.014, 0.041, -0.037], [0.556, 0.183, 0.542], [-0.007, -0.151, 0.052], [-0.245, -0.216, -0.354], [-0.070, -0.078, 0.025], [-0.072, 0.017, 0.040], [0.156, -0.057, -0.080], [-0.451, -0.002, 0.725], [0.107, 0.093, 0.065], [-0.037, 0.021, -0.019], [-0.101, 0.086, -0.070], [-0.024, -0.005, -0.025], [0.039, 0.114, 0.025], [0.058, -0.026, -0.032], [-0.044, 0.025, -0.002], [-0.058, -0.073, -0.029], [-0.015, -0.028, 0.012], [-0.044, -0.006, -0.018], [0.017, 0.000, 0.015], [0.035, 0.036, 0.021], [0.004, -0.022, -0.019], [-0.001, -0.007, -0.003], [-0.017, -0.028, -0.055], [-0.007, 0.044, -0.009], [0.008, -0.049, -0.027], [-0.029, 0.036, 0.031], [0.015, 0.008, -0.001], [0.061, -0.005, -0.030], [-0.002, 0.018, -0.030], [0.003, 0.013, -0.021], [0.012, -0.005, 0.020]]}

---

8.
{"formula": "C10H12N", "method": "the ωB97M-V functional and the def2-TZVPD basis", "de_lowest_kcal_mol": 101.0, "total_charge": 1, "orbital_gap_ev": 9.69, "lumo_energy_ev": -3.138, "species": ["C", "C", "C", "C", "C", "C", "C", "C", "C", "C", "N", "H", "H", "H", "H", "H", "H", "H", "H", "H", "H", "H", "H"], "xyz": [[-0.1661, -2.3457, 1.3986], [0.5886, -2.2521, 0.2994], [-1.0563, -1.3743, 1.8584], [0.5241, -0.9992, -0.3187], [-0.2201, -0.0147, 0.2689], [-1.0522, -0.0570, 1.3582], [1.3029, -0.5842, -1.5700], [0.2149, 1.7406, -2.0538], [0.5873, 1.6725, -0.6675], [-1.8145, 1.1511, 1.7968], [1.3387, 0.9074, -1.6423], [0.0194, -3.2247, 2.0072], [1.4145, -2.9747, -0.0367], [-1.5588, -1.6890, 2.8213], [2.4295, -0.9345, -1.4731], [0.7392, -1.0850, -2.3903], [-0.8308, 1.3687, -2.3511], [0.4998, 2.5944, -2.7348], [0.9876, 2.2015, 0.1032], [-2.0468, 1.0953, 2.8775], [-1.3236, 2.0396, 1.2823], [-2.7696, 1.3575, 1.2157], [2.1922, 1.4065, -2.0491]], "forces_ev_per_a": [[-0.765, -1.394, 1.923], [2.575, 0.537, -2.547], [-0.092, -0.049, 2.037], [0.724, 0.948, -0.550], [1.853, 3.311, -2.435], [-0.410, -0.947, -0.598], [1.704, -1.868, 0.958], [-3.058, 1.987, -1.754], [-3.117, -5.027, 1.359], [-0.873, 0.964, -1.482], [1.595, 0.137, -1.463], [-0.587, -0.045, 0.072], [-1.708, 0.840, 0.660], [0.202, 0.902, -1.281], [-2.397, 0.563, -0.547], [0.987, 0.874, -0.101], [2.042, -0.181, 0.403], [-0.086, -0.892, 0.974], [1.324, 2.057, 1.340], [0.394, 0.813, -0.674], [0.185, -0.622, 1.890], [0.511, -1.314, 0.845], [-1.003, -1.591, 0.973]]}

---

Strongest force on any atom (computed, eV/A): 3.3; 3.3; 15.8; 4.4; 3.1; 2.0; 0.9; 6.1
Total energy (computed, eV): -8867.3842; -47760.6057; -44167.7609; -6229.8128; -18763.7170; -25886.0419; -52773.0465; -12043.6708